Computed, not measured: the ion C5H10N with charge +1 in a non-equilibrium geometry, with ωB97M-V with the def2-TZVPD basis set.

```
16
Properties=species:S:1:pos:R:3:lowdin_charge:R:1
C 2.196 0.073 0.252 0.23
C 0.038 -0.780 -0.736 -0.21
C 0.013 0.698 -0.799 -0.17
C -0.912 -1.687 0.098 0.03
C -0.679 1.655 0.220 0.02
N 1.089 -0.001 -0.279 -0.03
H 2.614 1.102 0.371 0.15
H 2.670 -0.816 0.631 0.13
H 0.224 -1.354 -1.590 0.15
H 0.028 1.216 -1.702 0.15
H -0.594 -1.426 1.156 0.11
H -0.434 -2.658 -0.125 0.10
H -1.886 -1.352 -0.272 0.11
H -0.556 1.300 1.159 0.04
H -1.725 1.802 0.101 0.08
H -0.169 2.658 0.172 0.12
```

Values from the calculation:
- structure (SMILES) = C=[N+]1[C@H](C)[C@@H]1C
- highest occupied orbital energy (eV) = -16.38
- E_tot (Eh) = -250.9106
- E_LUMO (eV) = -4.8
- net charge = +1
- gap between HOMO and LUMO (eV) = 11.55
- energy above the lowest of the compared OMol25 structures with the same formula, charge and spin (eV) = 2.576
- 2S+1 = 1
- max |F| (eV/Å) = 4.0



Computed, not measured: a cluster of 7 separate species, C32H29Cl4N5O10 in total in a non-equilibrium geometry, with ωB97M-V with the def2-TZVPD basis set.

```
80
Properties=species:S:1:pos:R:3:lowdin_charge:R:1
C 12.529 10.627 8.874 -0.08
C 12.119 11.221 7.674 -0.05
C 10.874 10.845 7.102 0.01
C 10.108 9.961 7.850 -0.16
C 10.512 9.382 9.063 -0.01
C 11.735 9.760 9.627 -0.05
N 8.780 9.558 7.293 -0.35
O 8.222 10.319 6.533 0.07
O 8.372 8.476 7.668 0.08
H 13.548 10.897 9.119 0.09
H 12.818 11.883 7.227 0.09
H 10.423 11.175 6.146 0.13
H 9.714 8.873 9.603 0.12
H 12.029 9.323 10.575 0.11
C 7.604 16.443 11.818 -0.08
C 7.461 16.477 13.209 -0.05
C 8.556 16.411 14.081 0.02
C 9.782 16.251 13.442 -0.16
C 9.955 16.098 12.112 0.00
C 8.830 16.230 11.287 -0.06
N 10.963 16.173 14.324 -0.33
O 12.075 16.131 13.752 0.03
O 10.773 16.238 15.488 0.10
H 6.735 16.572 11.255 0.09
H 6.479 16.666 13.599 0.10
H 8.408 16.430 15.140 0.12
H 10.961 15.968 11.799 0.10
H 8.914 16.140 10.210 0.12
C 7.953 12.893 9.306 -0.05
C 9.239 12.811 9.864 -0.08
C 9.356 12.632 11.215 -0.02
C 8.241 12.408 12.035 -0.13
C 6.945 12.552 11.466 -0.01
C 6.796 12.899 10.141 -0.06
N 8.362 12.185 13.471 -0.34
O 7.471 11.652 14.095 0.09
O 9.378 12.638 14.006 0.04
H 7.816 13.010 8.231 0.11
H 10.106 12.904 9.187 0.11
H 10.309 12.618 11.644 0.09
H 6.070 12.480 12.175 0.14
H 5.872 12.950 9.591 0.10
C 16.780 9.249 15.985 -0.10
C 16.660 10.351 16.824 -0.08
C 15.540 10.494 17.625 -0.01
C 14.581 9.508 17.604 -0.16
C 14.672 8.464 16.672 0.00
C 15.781 8.310 15.850 -0.08
N 13.402 9.674 18.401 -0.36
O 12.519 8.862 18.310 0.10
O 13.449 10.650 19.140 0.05
H 17.747 9.148 15.372 0.13
H 17.341 11.237 16.879 0.13
H 15.312 11.331 18.267 0.12
H 13.892 7.717 16.582 0.08
H 15.927 7.411 15.212 0.12
C 14.512 11.837 13.526 -0.06
C 15.289 11.729 12.421 -0.07
C 14.944 12.414 11.220 -0.01
C 13.882 13.290 11.235 -0.12
C 13.122 13.484 12.462 0.00
C 13.411 12.723 13.549 -0.05
N 13.426 13.928 9.978 -0.32
O 14.225 13.873 9.021 0.05
O 12.308 14.402 9.967 0.07
H 14.732 11.244 14.398 0.09
H 16.109 11.014 12.330 0.11
H 15.461 12.118 10.328 0.11
H 12.318 14.207 12.338 0.08
H 12.943 12.935 14.502 0.06
C 11.504 5.934 15.485 -0.99
Cl 13.128 5.405 15.026 0.52
Cl 10.237 5.707 14.240 0.50
H 11.194 5.380 16.320 0.01
H 11.542 6.999 15.612 0.01
C 11.627 13.872 18.240 -0.94
Cl 11.500 12.683 16.863 0.50
Cl 10.027 14.306 18.883 0.51
H 12.154 13.439 19.035 -0.01
H 12.089 14.769 17.847 0.02
```

Values from the calculation:
- structure (SMILES) = O=[N+]([O-])c1ccccc1.O=[N+]([O-])c1ccccc1.O=[N+]([O-])c1ccccc1.O=[N+]([O-])c1ccccc1.O=[N+]([O-])c1ccccc1.ClCCl.ClCCl
- highest occupied orbital energy (eV) = -9.89
- E_tot (Eh) = -4103.2388
- E_LUMO (eV) = -0.8
- net charge = 0
- gap between HOMO and LUMO (eV) = 9.06
- energy above the lowest of the compared OMol25 structures with the same formula, charge and spin (eV) = 0.000
- 2S+1 = 1
- max |F| (eV/Å) = 3.4



Computed, not measured: a structure of composition C2H2Cl2I2 in a non-equilibrium geometry, with ωB97M-V with the def2-TZVPD basis set.

```
8
Properties=species:S:1:pos:R:3:lowdin_charge:R:1
C -1.101 -0.108 -0.640 -0.58
C 0.988 -0.013 0.702 -1.90
Cl -1.586 1.506 -1.008 0.50
Cl 0.336 -0.123 2.258 0.45
I 1.841 -1.788 0.054 0.78
I 1.753 1.867 0.155 0.75
H -1.875 -0.665 -0.188 0.00
H -0.355 -0.675 -1.332 0.00
```

Values from the calculation:
- highest occupied orbital energy (spin up / spin down) (eV) = -8.51 / -8.25
- E_tot (Eh) = -1593.0456
- E_LUMO (spin up / spin down) (eV) = -0.8 / -0.6
- net charge = 0
- gap between HOMO and LUMO (spin up / spin down) (eV) = 7.70 / 7.69
- energy above the lowest of the compared OMol25 structures with the same formula, charge and spin (eV) = 3.303
- 2S+1 = 1
- max |F| (eV/Å) = 3.7



Computed, not measured: an isolated molecule of C5H6ClFO in a non-equilibrium geometry, with ωB97M-V with the def2-TZVPD basis set.

```
14
Properties=species:S:1:pos:R:3:lowdin_charge:R:1
C 1.541 -0.119 -0.327 -0.70
C 1.289 0.465 0.945 -0.04
C 0.350 -0.674 0.455 -0.44
C -1.037 -0.470 0.196 -0.13
C -1.499 0.692 -0.759 -0.14
H 2.132 -0.949 -0.589 0.10
H 1.796 -0.101 1.934 0.19
H 0.515 1.315 1.113 0.16
H -1.745 -0.684 0.933 0.13
H -0.785 1.287 -1.225 -0.01
H -2.473 1.275 -0.555 0.13
O -1.722 -0.704 -1.193 -0.08
F 0.381 -2.006 0.828 0.03
Cl 1.258 0.673 -1.755 0.80
```

Values from the calculation:
- structure (SMILES) = F[C@@]1([C@H]2CO2)C[C@@H]1Cl
- highest occupied orbital energy (eV) = -9.57
- E_tot (Eh) = -829.2423
- E_LUMO (eV) = 0.8
- net charge = 0
- gap between HOMO and LUMO (eV) = 10.41
- energy above the lowest of the compared OMol25 structures with the same formula, charge and spin (eV) = 4.077
- 2S+1 = 1
- max |F| (eV/Å) = 7.0



Computed, not measured: the ion C4H5FIN2 with charge +1 in a non-equilibrium geometry, with ωB97M-V with the def2-TZVPD basis set.

```
13
Properties=species:S:1:pos:R:3:lowdin_charge:R:1
C 1.140 0.505 -0.028 0.08
C 0.483 1.717 -0.012 -0.22
C -1.032 0.146 0.040 -0.70
C 0.317 -1.754 0.101 -0.07
N 0.169 -0.429 -0.004 -0.17
N -0.881 1.472 0.025 0.15
F 0.978 2.951 0.055 0.16
I -2.950 -0.674 -0.021 1.09
H 2.168 0.430 -0.266 0.15
H 1.093 -2.120 -0.520 0.10
H 0.739 -2.117 1.127 0.16
H -0.689 -2.295 -0.195 0.09
H -1.536 2.170 -0.301 0.18
```

Values from the calculation:
- structure (SMILES) = Cn1cc(F)[nH+]c1I
- highest occupied orbital energy (eV) = -13.79
- E_tot (Eh) = -662.2036
- E_LUMO (eV) = -4.1
- net charge = +1
- gap between HOMO and LUMO (eV) = 9.72
- energy above the lowest of the compared OMol25 structures with the same formula, charge and spin (eV) = 0.569
- 2S+1 = 1
- max |F| (eV/Å) = 6.9



Computed, not measured: a cluster of 2 separate species, C6H14N2O2 in total in a non-equilibrium geometry, with ωB97M-V with the def2-TZVPD basis set.

```
24
Properties=species:S:1:pos:R:3:lowdin_charge:R:1
C 0.040 -2.102 1.581 0.00
C 0.247 -2.094 -2.171 -0.08
C -0.481 -2.104 0.140 -0.54
O -1.570 -1.660 -0.150 0.05
N 0.464 -2.514 -0.787 -0.01
H -0.810 -2.139 2.263 0.09
H 1.378 -2.228 -0.454 0.12
H 0.420 -1.025 -2.312 0.08
H 0.863 -2.712 -2.820 0.08
H 0.787 -2.867 1.716 0.07
H 0.499 -1.124 1.722 0.06
H -0.782 -2.354 -2.427 0.09
C 0.663 1.989 2.060 -0.07
C -0.829 2.025 -1.433 0.00
C -0.090 2.661 -0.264 -0.56
O 0.538 3.697 -0.345 0.05
N -0.171 1.913 0.873 -0.01
H -0.873 1.188 0.885 0.12
H 1.415 1.203 1.986 0.07
H -1.283 2.836 -1.997 0.08
H 1.083 2.962 2.264 0.08
H 0.042 1.674 2.901 0.08
H -0.064 1.573 -2.079 0.08
H -1.484 1.204 -1.151 0.07
```

Values from the calculation:
- structure (SMILES) = CNC(C)=O.CNC(C)=O
- highest occupied orbital energy (eV) = -9.59
- E_tot (Eh) = -497.0265
- E_LUMO (eV) = 0.6
- net charge = 0
- gap between HOMO and LUMO (eV) = 10.15
- energy above the lowest of the compared OMol25 structures with the same formula, charge and spin (eV) = 0.845
- 2S+1 = 1
- max |F| (eV/Å) = 1.1



Computed, not measured: a structure of composition C2H2Cl3I in a non-equilibrium geometry, with ωB97M-V with the def2-TZVPD basis set.

```
8
Properties=species:S:1:pos:R:3:lowdin_charge:R:1
C -0.103 1.062 1.043 -0.59
C 0.031 -1.110 -0.675 -1.68
Cl 1.347 -1.849 0.153 0.55
Cl 0.458 -0.179 -2.069 0.46
Cl -1.445 -1.964 -0.724 0.58
I 0.009 2.529 -0.369 0.78
H -1.049 0.571 1.030 -0.05
H 0.751 0.940 1.611 -0.06
```

Values from the calculation:
- highest occupied orbital energy (spin up / spin down) (eV) = -8.21 / -8.59
- E_tot (Eh) = -1755.5369
- E_LUMO (spin up / spin down) (eV) = -0.7 / -0.3
- net charge = 0
- gap between HOMO and LUMO (spin up / spin down) (eV) = 7.49 / 8.26
- energy above the lowest of the compared OMol25 structures with the same formula, charge and spin (eV) = 3.373
- 2S+1 = 1
- max |F| (eV/Å) = 2.7